# C14H51FN21O11Tl

A molecular structure, C14H51FN21O11Tl at a distorted geometry (wB97M-V/def2-TZVPD, OMol25).

## Properties
charge	+2
molecular weight	913.08	g mol⁻¹
maximum force	8.98	eV/Å
E_LUMO	-11.32	eV
orbital gap	2.26	eV
calculated total energy	-2813.3675	hartree

The geometry in XYZ format:
```
99
Properties=species:S:1:pos:R:3:forces:R:3:mulliken_charge:R:1
Tl -22.300 0.677 6.482 1.0 0.7 -0.3 1.097
F -20.271 2.769 6.477 -0.2 0.6 -0.2 -0.747
C -16.829 2.841 8.522 1.8 1.8 2.4 0.658
O -17.349 2.067 9.305 -0.1 -1.5 0.3 -0.686
N -15.626 3.454 8.739 -0.4 -1.1 0.2 -0.498
N -17.491 3.404 7.545 -2.3 0.6 -2.6 -0.051
H -15.255 3.260 9.658 0.8 0.3 -0.5 0.255
H -15.242 3.995 7.977 0.5 -0.1 0.7 0.183
H -17.320 4.372 7.315 0.1 -0.3 -0.1 0.306
H -18.456 3.108 7.586 -0.5 0.2 -0.9 -0.359
C -22.200 -1.661 3.118 -2.4 -1.4 -0.3 0.503
O -22.234 -0.685 3.767 -0.1 3.9 2.7 -0.408
N -21.271 -2.156 2.419 5.7 -2.0 -3.4 -0.285
N -23.261 -2.489 2.915 -2.3 0.4 1.1 -0.638
H -20.296 -1.891 2.415 -0.5 0.1 -0.2 0.160
H -21.613 -2.915 1.846 1.2 0.2 -0.4 0.183
H -22.979 -3.458 2.873 -0.9 -0.1 0.5 0.219
H -23.893 -2.144 3.623 -1.0 -1.2 -0.1 0.236
C -18.725 -0.478 5.343 -0.8 2.2 2.1 0.229
O -19.806 -0.006 5.101 -2.3 1.6 -1.2 -0.185
N -17.870 0.008 6.228 1.7 0.7 1.7 -0.170
N -18.302 -1.551 4.795 1.1 -4.5 -3.2 -0.331
H -17.375 -0.781 6.619 0.6 0.8 0.7 0.261
H -18.160 0.736 6.866 -0.4 -0.3 0.0 -0.109
H -17.501 -2.071 5.122 -0.1 0.2 -0.5 0.158
H -18.727 -1.768 3.905 0.2 -0.5 0.5 0.190
C -20.530 7.423 9.046 2.0 0.0 0.3 0.384
O -20.753 8.512 8.554 -0.6 0.1 -0.1 -0.481
N -21.362 6.386 9.166 -1.6 0.1 -0.1 -0.127
N -19.275 7.087 9.490 0.6 0.4 -0.5 -0.370
H -22.337 6.648 9.141 0.0 -0.8 0.0 0.218
H -20.974 5.486 9.411 -0.7 -0.1 -0.1 0.226
H -19.111 6.285 10.081 0.2 0.5 -0.1 0.147
H -18.567 7.783 9.301 0.1 -0.3 0.4 0.257
C -20.946 6.174 5.745 1.3 4.4 -0.9 0.333
O -21.139 7.406 5.683 -1.0 -0.7 0.5 -0.542
N -19.921 5.649 6.335 3.2 0.2 2.3 0.255
N -21.585 5.253 5.114 -3.3 -3.2 -2.2 0.582
H -19.329 6.297 6.834 0.2 -0.3 0.1 0.240
H -19.768 4.651 6.318 0.0 -0.6 0.5 -0.180
H -21.381 4.343 5.502 -0.4 -1.2 -0.2 -0.341
H -22.406 5.346 4.534 0.1 0.4 0.2 0.297
C -24.757 3.992 7.201 -0.3 -2.2 -2.6 0.370
O -24.141 3.157 6.577 0.9 -1.0 -1.5 -0.428
N -24.443 4.409 8.350 2.1 1.3 6.0 0.004
N -25.854 4.569 6.808 -3.7 1.1 -3.1 -0.268
H -23.795 3.799 8.829 0.0 0.0 0.5 -0.122
H -25.226 4.839 8.822 0.7 -0.4 1.0 0.314
H -26.223 4.281 5.913 -0.2 0.3 0.3 0.198
H -26.430 5.144 7.407 -0.1 -0.4 -0.4 0.165
C -23.372 3.293 3.267 0.9 -0.9 1.4 0.510
O -23.135 2.343 3.985 -0.6 -2.1 1.2 -0.397
N -22.375 3.851 2.681 2.5 3.3 -3.1 -0.181
N -24.511 3.926 3.154 -3.1 0.0 0.9 -0.368
H -22.626 4.565 2.012 0.5 0.0 -0.3 0.238
H -21.429 3.499 2.645 0.7 -0.5 0.5 0.229
H -25.180 3.401 3.697 -0.8 0.6 -0.4 0.261
H -24.758 4.665 2.511 0.0 -0.4 0.1 0.202
C -19.663 -0.953 9.170 -0.6 -2.1 1.6 0.445
O -19.968 -0.315 8.243 -4.4 3.4 -6.0 -0.287
N -20.346 -1.884 9.798 -3.3 -1.9 0.4 -0.487
N -18.539 -0.707 9.638 8.0 1.1 3.8 -0.235
H -21.261 -1.943 9.376 0.0 -0.8 0.4 0.211
H -19.948 -2.706 10.229 0.0 0.3 -0.1 0.196
H -18.172 -1.117 10.485 -0.1 0.1 -0.1 0.200
H -18.040 0.095 9.280 0.1 0.0 0.2 0.091
C -24.209 8.193 7.436 1.4 1.1 -1.7 0.477
O -23.360 9.051 7.134 -0.7 -0.5 0.5 -0.450
N -25.459 8.435 7.816 -1.0 1.1 0.7 -0.338
N -24.006 6.891 7.244 0.5 -0.8 0.2 0.057
H -25.983 7.666 8.210 -0.3 0.8 0.0 0.110
H -25.727 9.406 7.887 -0.3 -0.3 0.4 0.263
H -24.715 6.299 7.653 1.1 -0.1 -0.6 0.049
H -23.103 6.576 6.919 -0.3 -0.1 0.3 -0.118
C -21.906 2.774 9.916 1.3 2.8 2.0 0.596
O -22.595 2.189 9.146 -1.0 -2.0 -2.1 -0.548
N -20.603 3.166 9.811 1.2 -1.0 -2.2 -0.183
N -22.378 3.399 10.995 -1.4 1.4 2.6 -0.354
H -20.084 3.663 10.521 -0.2 -0.7 0.0 0.287
H -20.098 2.669 9.092 0.4 0.1 0.0 -0.181
H -23.333 3.442 11.320 0.1 -0.5 -0.4 0.227
H -21.747 4.026 11.474 -0.4 -0.3 0.2 0.116
C -17.439 3.663 3.673 0.6 0.6 -0.8 -1.389
C -18.384 3.112 2.629 -0.2 -0.8 -1.4 0.369
C -17.932 1.724 2.015 0.5 1.0 -0.1 -0.726
O -16.728 1.841 1.278 -0.6 0.5 0.6 -0.376
C -16.293 0.691 0.596 0.5 -0.5 0.0 -0.750
N -19.698 2.920 3.227 0.6 -1.0 0.8 -0.431
H -16.437 3.636 3.244 0.2 -0.2 0.4 0.488
H -17.541 3.116 4.610 0.3 -0.4 -0.1 0.300
H -17.611 4.708 3.933 -0.3 0.2 -0.3 0.311
H -18.644 3.690 1.743 1.1 0.8 -0.1 0.295
H -18.702 1.388 1.321 -0.4 -0.2 0.2 0.522
H -17.818 1.042 2.858 0.0 -0.4 0.2 0.308
H -17.060 0.103 0.091 -0.5 0.5 -0.3 0.306
H -15.830 -0.059 1.237 0.3 0.2 0.5 0.301
H -15.533 1.030 -0.108 -0.2 -0.1 -0.1 0.275
H -19.554 3.177 4.193 -0.8 0.5 0.7 0.199
H -19.696 1.920 3.370 -1.3 -0.9 0.0 0.057
```
Positions in Å, forces in eV/Å.

# C14H52N12O12

12 unconnected molecules or ions with the total composition C14H52N12O12 at a distorted geometry (wB97M-V/def2-TZVPD, OMol25).

## Properties
charge	0
molecular weight	580.64	g mol⁻¹
maximum force	10.89	eV/Å
SMILES	NC(N)=O.NC(N)=O.NC(N)=O.NC(N)=O.NC(N)=O.NC(N)=O.CCO.CCO.CO.CO.CO.CO
E_LUMO	0.14	eV
ΔE to the lowest compared entry with this formula, charge and spin	855.5	kJ/mol
orbital gap	8.92	eV
calculated total energy	-2124.4255	hartree

The geometry in XYZ format:
```
90
Properties=species:S:1:pos:R:3:forces:R:3:mulliken_charge:R:1
N -2.535 -26.500 12.119 -5.8 -4.1 2.7 2.075
C -1.827 -25.617 11.584 -1.2 3.9 -8.9 -1.783
N -0.760 -25.317 12.191 5.0 1.8 1.4 3.091
O -2.088 -25.036 10.352 0.4 -1.5 4.9 -0.770
H -3.471 -26.829 11.735 1.7 1.0 0.5 -0.677
H -2.444 -26.690 13.144 0.1 0.4 -0.9 0.272
H -0.054 -24.792 11.615 -0.6 -0.6 1.0 -1.208
H -0.438 -26.025 12.881 0.1 0.2 0.4 -0.533
N -4.782 -24.041 12.983 2.9 0.9 -4.8 -0.116
C -5.632 -24.419 13.818 -10.1 -3.7 -1.6 0.363
N -5.387 -24.176 15.047 1.2 1.4 6.5 -0.185
O -6.848 -24.959 13.422 5.1 1.8 1.5 -0.816
H -4.969 -24.249 12.018 0.1 0.1 0.0 0.130
H -3.885 -23.661 13.245 -0.3 -0.1 -0.3 0.441
H -6.106 -24.160 15.799 0.7 -0.5 -1.6 0.262
H -4.469 -23.749 15.344 -1.9 -0.9 -0.6 0.207
N -2.789 -23.197 15.774 -1.5 2.3 5.9 -0.415
C -2.370 -23.981 14.850 2.1 -7.2 1.2 0.186
N -2.312 -23.387 13.668 1.7 0.0 -2.8 -0.085
O -2.144 -25.336 15.184 -1.3 7.0 -2.7 -0.682
H -2.852 -23.601 16.739 0.3 0.6 -1.5 0.348
H -3.083 -22.214 15.696 0.6 -0.8 -0.3 0.229
H -1.904 -24.054 12.976 -0.1 1.3 0.3 -0.454
H -2.321 -22.349 13.456 0.3 -1.9 0.7 0.372
N 0.729 -29.478 13.623 4.1 -4.0 2.8 -0.267
C -0.008 -28.467 13.352 -3.5 7.4 1.6 0.241
N -0.669 -28.502 12.205 -1.2 -0.7 -2.0 0.161
O -0.217 -27.325 14.103 1.5 -5.0 -2.5 -0.646
H 1.246 -29.537 14.552 -1.1 0.4 -1.9 0.361
H 0.986 -30.222 12.933 -0.7 1.3 1.0 0.193
H -1.387 -27.780 11.987 1.0 -1.0 0.4 -0.168
H -0.843 -29.388 11.727 0.3 0.5 0.2 0.243
N -1.868 -28.967 7.829 1.4 -4.8 -2.2 -0.257
C -1.472 -27.921 8.494 6.2 3.9 0.0 0.465
N -2.455 -27.138 8.890 -0.6 1.4 1.1 -0.062
O -0.138 -27.538 8.543 -6.0 -2.1 0.1 -0.696
H -1.202 -29.698 7.498 -0.6 1.4 0.7 0.307
H -2.805 -29.222 7.613 -0.5 0.4 0.3 0.081
H -2.238 -26.205 9.327 -0.1 -0.8 -0.1 -0.022
H -3.400 -27.506 9.062 1.4 0.4 -0.5 0.116
N -5.083 -27.627 11.460 -0.8 1.6 3.5 -0.432
C -4.691 -28.468 10.554 2.1 -7.2 1.8 0.725
N -4.974 -28.104 9.335 -1.4 0.6 -5.0 -0.585
O -4.090 -29.700 10.837 -2.5 6.3 -1.5 -0.732
H -4.867 -27.910 12.450 -0.7 0.7 -0.8 0.293
H -5.756 -26.839 11.318 0.9 -1.2 0.2 0.128
H -4.734 -28.812 8.594 -0.8 1.3 1.2 0.284
H -5.443 -27.162 9.060 1.2 -2.6 0.8 0.265
C 2.822 -22.638 14.701 -0.2 1.8 -0.8 -1.373
C 1.448 -22.717 13.917 2.4 0.2 0.9 0.305
O 0.915 -23.986 14.292 -0.7 0.8 -1.2 -0.483
H 2.727 -22.608 15.771 -0.5 -0.3 0.6 0.365
H 3.325 -21.658 14.489 -0.4 -0.7 -0.1 0.390
H 3.560 -23.408 14.474 -0.5 -0.2 -0.4 0.246
H 1.742 -22.580 12.859 -0.4 -0.7 0.1 -0.041
H 0.826 -21.803 14.112 0.1 -1.0 0.4 0.236
H 0.314 -24.302 13.584 0.4 0.3 0.8 0.080
C -2.246 -21.859 10.319 2.1 -2.9 0.2 -0.765
C -0.820 -21.814 10.978 -1.6 -0.4 -1.0 0.757
O -0.746 -20.554 11.561 -2.2 0.6 0.4 -0.588
H -2.241 -22.681 9.593 0.1 0.6 -0.4 -0.100
H -2.641 -20.964 9.954 -0.2 1.4 -0.5 0.558
H -2.902 -22.347 10.998 -0.9 0.2 1.1 0.019
H 0.003 -21.906 10.251 -0.4 -0.4 0.2 0.455
H -0.783 -22.640 11.734 0.4 0.6 -0.7 -0.341
H 0.119 -20.382 11.812 2.5 0.6 0.8 0.347
C -1.512 -24.217 7.345 1.2 -0.3 -0.5 0.241
O -0.998 -24.097 6.029 0.3 1.6 -0.4 -0.613
H -1.314 -25.209 7.642 0.2 -1.1 0.9 -0.258
H -2.559 -24.074 7.393 -1.2 0.5 0.0 0.312
H -0.988 -23.526 8.023 -0.2 -0.2 -0.5 -0.053
H -1.053 -24.880 5.489 -0.3 -0.6 0.3 0.327
C 2.818 -26.532 12.839 -1.2 0.2 0.8 -0.640
O 3.191 -26.897 11.530 -0.1 -0.1 -0.5 -0.570
H 2.607 -27.450 13.382 0.0 0.1 0.5 0.243
H 1.893 -25.929 12.858 0.3 -0.3 -0.1 0.352
H 3.527 -25.927 13.423 0.4 -0.4 -0.8 0.285
H 2.453 -27.455 11.207 0.7 0.5 0.0 0.335
C 1.166 -24.924 9.709 0.9 -1.2 -2.2 -0.786
O 1.218 -24.102 10.825 -0.6 0.8 1.0 -0.489
H 1.967 -25.681 9.791 -0.9 -0.4 0.1 0.259
H 1.528 -24.375 8.838 -0.5 0.3 -0.4 0.454
H 0.145 -25.316 9.505 1.0 0.1 0.4 0.195
H 2.095 -23.752 10.855 0.7 0.3 0.4 0.240
C -3.642 -28.972 14.397 -0.3 -1.8 1.2 -0.673
O -4.190 -27.763 14.025 -0.3 2.4 0.4 -0.530
H -3.636 -29.658 13.557 0.1 0.1 -0.4 0.231
H -4.369 -29.374 15.107 0.5 -0.7 0.3 0.358
H -2.642 -28.923 14.845 -0.1 0.3 -0.1 0.222
H -4.405 -27.232 14.832 0.3 -0.5 -1.1 0.243
```
Positions in Å, forces in eV/Å.